# 1
{
  "formula": "C24H31Cl45N5O2S",
  "method": "ωB97M-V/def2-TZVPD",
  "e_homo_ev": -11.63,
  "homo_lumo_gap_ev": 9.38,
  "energy_ha": -22463.891353,
  "mol_weight_g_mol": 2049.00,
  "charge": 1,
  "lumo_energy_ev": -2.25,
  "max_force_ev_per_a": 1.2,
  "spin_multiplicity": 1,
  "elements": ["N", "C", "N", "C", "O", "C", "C", "C", "C", "C", "S", "C", "N", "N", "C", "O", "N", "H", "H", "H", "H", "H", "H", "H", "H", "H", "H", "H", "H", "H", "H", "H", "H", "C", "Cl", "Cl", "Cl", "H", "C", "Cl", "Cl", "Cl", "H", "C", "Cl", "Cl", "Cl", "H", "C", "Cl", "Cl", "Cl", "H", "C", "Cl", "Cl", "Cl", "H", "C", "Cl", "Cl", "Cl", "H", "C", "Cl", "Cl", "Cl", "H", "C", "Cl", "Cl", "Cl", "H", "C", "Cl", "Cl", "Cl", "H", "C", "Cl", "Cl", "Cl", "H", "C", "Cl", "Cl", "Cl", "H", "C", "Cl", "Cl", "Cl", "H", "C", "Cl", "Cl", "Cl", "H", "C", "Cl", "Cl", "Cl", "H", "C", "Cl", "Cl", "Cl", "H"],
  "xyz": [[-4.90437, -0.48582, -1.42361], [-4.87224, 0.24314, -2.52210], [-4.64509, -0.32175, -3.72307], [-3.84657, 0.55183, -4.61529], [-4.57109, 1.72756, -4.76130], [-4.68693, 2.46570, -3.56625], [-3.46450, 3.29915, -3.17870], [-2.35264, 2.59491, -2.37622], [-1.00931, 2.50180, -3.10355], [0.19412, 2.49663, -2.14188], [0.80224, 0.79422, -1.79575], [-0.21125, 0.40754, -0.43853], [-1.26755, -0.36680, -0.37808], [-1.68829, -0.37517, 0.95461], [-0.84876, 0.40001, 1.57906], [0.08882, 0.92418, 0.78195], [-5.09514, 1.56367, -2.45636], [-5.32108, -0.11949, -0.58861], [-4.47645, -1.39309, -1.37892], [-4.25570, -1.25374, -3.62961], [-3.75623, 0.06909, -5.57797], [-2.84701, 0.69451, -4.21422], [-5.50819, 3.14815, -3.74317], [-3.86296, 4.10364, -2.56442], [-3.07959, 3.77002, -4.07668], [-2.63526, 1.58427, -2.11409], [-2.16696, 3.11762, -1.44207], [-0.88836, 3.30287, -3.82551], [-0.93804, 1.57945, -3.67111], [1.03388, 3.02823, -2.56961], [-0.07091, 2.92017, -1.18115], [-0.82368, 0.64316, 2.62055], [-4.81950, 1.92623, -1.55555], [0.69198, -3.37601, 0.41225], [-0.47007, -4.69198, 0.53971], [2.30477, -3.90949, 0.85110], [0.67318, -2.66949, -1.22269], [0.39618, -2.60620, 1.11348], [0.64089, 3.39850, 5.09528], [2.39138, 3.46586, 5.03812], [-0.10765, 4.97439, 4.90286], [0.03176, 2.28038, 3.86461], [0.35614, 3.01372, 6.06574], [4.51996, -5.76503, -2.46934], [4.95999, -6.06260, -4.15726], [3.12330, -4.70636, -2.35657], [4.21928, -7.29308, -1.63711], [5.35869, -5.28138, -1.98858], [-1.38199, -0.56597, 7.16796], [0.16936, 0.03870, 7.75587], [-2.71706, 0.34875, 7.85648], [-1.43909, -0.53863, 5.40222], [-1.47641, -1.59586, 7.48279], [-1.30459, 6.20498, 0.45973], [-0.35552, 6.55975, -0.98156], [-3.03065, 6.34529, 0.12387], [-0.92013, 4.59766, 1.07736], [-1.04806, 6.92681, 1.22273], [4.80216, -4.56315, -7.88445], [5.82079, -5.49077, -8.97658], [5.60959, -3.06176, -7.40803], [3.23213, -4.23079, -8.60904], [4.64056, -5.15073, -6.99139], [1.42720, 4.95273, 9.03284], [1.38325, 5.96552, 7.59319], [1.08351, 3.27955, 8.56877], [2.99038, 5.06982, 9.83045], [0.66220, 5.27715, 9.72399], [3.24300, -1.15634, -5.28670], [2.27372, -2.02574, -4.09981], [2.37008, -0.98163, -6.80474], [3.74509, 0.41592, -4.66045], [4.13047, -1.74339, -5.48001], [-6.99854, -2.75334, -5.27374], [-8.21350, -3.95901, -4.87672], [-5.36815, -3.44353, -5.17068], [-7.27626, -2.06557, -6.86771], [-7.06377, -1.95280, -4.54918], [0.90824, -8.08464, -3.71684], [0.74946, -7.70282, -5.43149], [0.43130, -6.70943, -2.72296], [-0.01998, -9.52224, -3.29888], [1.95190, -8.28849, -3.51638], [-4.74763, -5.25327, 1.36408], [-6.09713, -5.13619, 0.23757], [-3.64463, -6.53722, 0.89889], [-3.89504, -3.70382, 1.47104], [-5.14187, -5.47997, 2.34496], [4.72780, 1.10558, 7.77117], [5.05631, 2.43241, 8.87524], [5.87437, -0.21176, 7.99819], [3.06669, 0.51025, 7.95544], [4.83413, 1.47081, 6.75861], [3.12841, -1.04772, 4.22799], [1.80850, -1.19059, 3.05191], [4.36571, -2.25615, 3.91963], [3.80426, 0.58286, 4.18563], [2.71906, -1.22339, 5.21419], [8.43165, 3.11108, 10.81428], [8.78675, 2.87558, 9.10317], [6.89983, 3.96219, 11.03422], [8.41932, 1.57416, 11.67259], [9.21392, 3.72696, 11.23450], [-0.54086, 4.84852, -6.52973], [-2.17121, 5.46366, -6.25442], [0.49816, 5.18513, -5.14374], [-0.57188, 3.12043, -6.88239], [-0.13052, 5.36135, -7.38833]]
}

---

# 2
{
  "formula": "C32H88N8O8",
  "method": "ωB97M-V/def2-TZVPD",
  "e_homo_ev": -8.88,
  "homo_lumo_gap_ev": 9.33,
  "energy_ha": -2311.804896,
  "mol_weight_g_mol": 713.10,
  "charge": 0,
  "lumo_energy_ev": 0.45,
  "smiles": "COC[C@H](C)N.COC[C@H](C)N.COC[C@H](C)N.COC[C@H](C)N.COC[C@H](C)N.COC[C@H](C)N.COC[C@H](C)N.COC[C@H](C)N",
  "max_force_ev_per_a": 2.0,
  "spin_multiplicity": 1,
  "elements": ["C", "O", "C", "C", "C", "N", "H", "H", "H", "H", "H", "H", "H", "H", "H", "H", "H", "C", "O", "C", "C", "C", "N", "H", "H", "H", "H", "H", "H", "H", "H", "H", "H", "H", "C", "O", "C", "C", "C", "N", "H", "H", "H", "H", "H", "H", "H", "H", "H", "H", "H", "C", "O", "C", "C", "C", "N", "H", "H", "H", "H", "H", "H", "H", "H", "H", "H", "H", "C", "O", "C", "C", "C", "N", "H", "H", "H", "H", "H", "H", "H", "H", "H", "H", "H", "C", "O", "C", "C", "C", "N", "H", "H", "H", "H", "H", "H", "H", "H", "H", "H", "H", "C", "O", "C", "C", "C", "N", "H", "H", "H", "H", "H", "H", "H", "H", "H", "H", "H", "C", "O", "C", "C", "C", "N", "H", "H", "H", "H", "H", "H", "H", "H", "H", "H", "H"],
  "xyz": [[5.54084, 3.38317, -5.74678], [4.63615, 2.29442, -5.74807], [3.90619, 2.14421, -4.54547], [2.41706, 2.26282, -4.82766], [1.58501, 1.86651, -3.65724], [2.01632, 1.42329, -5.97732], [6.29898, 3.27548, -4.96329], [5.00058, 4.32783, -5.65094], [6.07385, 3.34055, -6.69596], [4.13056, 1.14442, -4.15263], [4.18220, 2.92800, -3.83013], [2.22764, 3.30088, -5.12996], [0.51528, 1.73294, -3.82082], [1.60537, 2.56800, -2.81745], [1.88128, 0.86331, -3.32171], [2.75370, 1.38823, -6.66924], [1.87563, 0.49984, -5.57253], [2.18216, 8.15516, 5.81823], [2.30024, 8.55903, 4.47675], [3.05409, 7.64735, 3.70151], [2.30074, 6.36953, 3.33867], [3.17678, 5.51282, 2.43112], [0.99734, 6.66645, 2.72693], [3.15824, 8.00910, 6.28686], [1.50139, 7.30886, 5.96153], [1.66680, 8.95421, 6.36419], [3.26808, 8.18894, 2.77128], [4.01213, 7.45539, 4.20188], [2.16179, 5.78884, 4.25824], [2.73584, 4.53173, 2.27478], [4.17774, 5.42889, 2.86000], [3.30548, 5.99990, 1.45952], [1.05812, 7.58561, 2.29417], [0.34396, 6.82726, 3.48839], [-2.17582, -3.86623, 1.31604], [-2.91093, -4.90002, 1.92700], [-2.33752, -6.16616, 1.71319], [-3.06309, -7.15974, 2.58412], [-2.72686, -6.95222, 4.05334], [-2.73242, -8.52813, 2.18502], [-1.27524, -3.63999, 1.89672], [-2.83330, -2.99726, 1.28275], [-1.88522, -4.07748, 0.27807], [-2.44050, -6.39694, 0.63911], [-1.25345, -6.21770, 1.90464], [-4.12707, -6.91202, 2.44838], [-1.75208, -7.38658, 4.27360], [-3.51719, -7.35723, 4.68343], [-2.68352, -5.87730, 4.23800], [-3.08117, -9.17040, 2.88783], [-3.22261, -8.76312, 1.32831], [-0.20772, 3.40025, 4.44796], [-0.48488, 3.56553, 5.81662], [-0.08052, 4.82298, 6.29460], [-0.70434, 5.07401, 7.66467], [-2.21351, 4.81061, 7.64991], [-0.44668, 6.50891, 7.91772], [0.81286, 3.66202, 4.14130], [-0.90620, 4.00175, 3.85025], [-0.37662, 2.35213, 4.20306], [1.01155, 4.80285, 6.43051], [-0.34498, 5.62389, 5.59201], [-0.20904, 4.52977, 8.46428], [-2.73732, 5.34773, 6.86150], [-2.58981, 5.06667, 8.64193], [-2.42028, 3.74717, 7.50196], [-0.83586, 7.07034, 7.16405], [-0.92335, 6.89655, 8.72489], [2.66251, 1.43339, 3.12462], [3.29299, 0.32618, 2.53289], [3.04797, 0.34117, 1.14709], [3.89576, -0.64407, 0.38148], [5.36134, -0.19121, 0.31516], [3.32929, -0.68589, -0.98692], [1.58561, 1.27041, 3.26660], [2.74965, 2.32121, 2.48884], [3.12251, 1.65351, 4.08678], [1.99685, 0.05921, 0.97649], [3.13904, 1.33096, 0.67713], [3.91108, -1.61848, 0.87386], [5.92146, -0.75447, -0.43395], [5.85390, -0.30022, 1.27949], [5.40452, 0.85297, -0.01491], [3.98508, -0.27518, -1.63894], [3.12168, -1.62624, -1.29018], [-4.51834, -4.06499, -2.04184], [-4.60344, -4.49577, -3.37318], [-4.54810, -5.91242, -3.49080], [-4.58017, -6.24101, -4.97733], [-4.89437, -7.71795, -5.22953], [-3.32024, -5.88470, -5.64021], [-3.57009, -4.35432, -1.56273], [-5.33968, -4.47384, -1.44063], [-4.53486, -2.97559, -2.03033], [-3.63560, -6.28992, -3.01395], [-5.45054, -6.30959, -3.00165], [-5.39540, -5.65504, -5.40190], [-4.35494, -8.42882, -4.60302], [-4.59897, -7.87711, -6.26774], [-5.96363, -7.90247, -5.12885], [-3.18677, -4.88278, -5.54565], [-2.54610, -6.28720, -5.12102], [-0.15623, -5.89576, -3.68166], [-0.74820, -4.62549, -3.64297], [-0.08697, -3.65709, -4.42765], [-0.81399, -2.34844, -4.31579], [-2.22196, -2.37900, -4.87634], [-0.01697, -1.27622, -4.97516], [-0.90295, -6.69285, -3.73534], [0.41534, -6.07520, -2.76223], [0.50770, -6.01628, -4.54381], [0.97158, -3.59362, -4.15272], [-0.13115, -3.96014, -5.49349], [-0.85120, -2.09717, -3.24815], [-2.76017, -1.43806, -4.75404], [-2.84656, -3.08379, -4.31271], [-2.23327, -2.70376, -5.92051], [-0.66691, -0.49889, -4.99301], [0.21923, -1.59217, -5.90911], [0.50669, 3.32058, 0.62456], [-0.41460, 2.73770, -0.26214], [-0.58245, 1.35439, -0.00711], [-1.75369, 0.86975, -0.83363], [-2.22681, -0.50775, -0.39091], [-1.40358, 0.79797, -2.28960], [0.16584, 3.15466, 1.66600], [0.49384, 4.40608, 0.56218], [1.49072, 2.84713, 0.57385], [0.30919, 0.74189, -0.19268], [-0.83873, 1.26564, 1.06302], [-2.58362, 1.56678, -0.70553], [-2.59708, -0.45272, 0.63266], [-1.45464, -1.26889, -0.53207], [-3.05738, -0.81215, -1.03232], [-0.75645, -0.00027, -2.29608], [-0.68740, 1.52573, -2.34429]]
}

---

# 3
{
  "formula": "C6H16S4",
  "method": "ωB97M-V/def2-TZVPD",
  "e_homo_ev": -8.41,
  "homo_lumo_gap_ev": 9.11,
  "energy_ha": -1830.907925,
  "mol_weight_g_mol": 216.46,
  "charge": 0,
  "lumo_energy_ev": 0.70,
  "smiles": "CSCSC.CSCSC",
  "max_force_ev_per_a": 2.4,
  "spin_multiplicity": 1,
  "elements": ["C", "S", "C", "S", "C", "H", "H", "H", "H", "H", "H", "H", "H", "C", "S", "C", "S", "C", "H", "H", "H", "H", "H", "H", "H", "H"],
  "xyz": [[-2.77608, -14.76402, -2.34375], [-3.24466, -16.36994, -1.55125], [-1.72981, -17.40647, -1.80378], [-0.29278, -16.80383, -1.03428], [-0.78534, -16.88492, 0.70660], [-1.73613, -14.79442, -2.71007], [-2.85766, -13.97060, -1.58188], [-3.43919, -14.51065, -3.18796], [-2.00349, -18.27760, -1.17795], [-1.61897, -17.76241, -2.84612], [-0.34361, -17.76527, 1.20307], [-1.88189, -16.93290, 0.81554], [-0.42090, -15.97551, 1.21332], [-0.68305, -23.65966, 5.22943], [-0.11271, -24.91068, 6.31951], [-0.71242, -24.24697, 7.96733], [0.34749, -23.08060, 8.86232], [-0.02433, -21.64796, 7.86477], [-0.63568, -24.06031, 4.20287], [-0.08700, -22.73260, 5.27313], [-1.73271, -23.41439, 5.46328], [-1.76050, -23.89729, 7.89886], [-0.70986, -25.19185, 8.54409], [-1.08049, -21.61677, 7.54828], [0.61020, -21.72463, 6.96583], [0.21503, -20.70526, 8.38500]]
}

---

# 4
{
  "formula": "C3H5N3O",
  "method": "ωB97M-V/def2-TZVPD",
  "e_homo_ev": [-8.75, -9.64],
  "homo_lumo_gap_ev": [6.72, 8.18],
  "energy_ha": -356.646655,
  "mol_weight_g_mol": 99.09,
  "charge": 0,
  "lumo_energy_ev": [-2.03, -1.46],
  "max_force_ev_per_a": 1.3,
  "spin_multiplicity": 1,
  "elements": ["N", "C", "C", "O", "N", "C", "N", "H", "H", "H", "H", "H"],
  "xyz": [[0.75330, 1.55155, 0.28129], [0.76033, 0.28522, 0.17031], [1.87338, -0.55058, -0.23459], [1.48889, -1.76738, -0.22565], [0.16768, -1.98944, 0.14077], [-0.32115, -0.73127, 0.39969], [-1.49674, -0.37606, 0.76648], [-1.83738, 1.88772, -1.38039], [-0.17905, 1.83919, 0.60099], [2.89866, -0.33572, -0.50459], [-2.00104, 1.37870, -0.85867], [-2.10688, -1.19192, 0.84436]]
}

---

# 5
{
  "formula": "C11H15F9N3O3S",
  "method": "ωB97M-V/def2-TZVPD",
  "e_homo_ev": -12.79,
  "homo_lumo_gap_ev": 9.51,
  "energy_ha": -2114.842632,
  "mol_weight_g_mol": 440.31,
  "charge": 1,
  "lumo_energy_ev": -3.29,
  "smiles": "COCCCNC1=[NH+][C@@H](S(=O)(=O)C(F)(F)C(F)(F)C(F)(F)C(F)(F)F)CN1",
  "max_force_ev_per_a": 1.4,
  "spin_multiplicity": 1,
  "elements": ["C", "O", "C", "C", "C", "N", "C", "N", "C", "S", "O", "O", "C", "F", "F", "C", "F", "F", "C", "F", "F", "C", "F", "F", "F", "C", "N", "H", "H", "H", "H", "H", "H", "H", "H", "H", "H", "H", "H", "H", "H", "H"],
  "xyz": [[-2.67822, 4.61265, -2.97227], [-3.00589, 3.29255, -3.38613], [-3.60849, 2.49581, -2.38579], [-2.54121, 1.74643, -1.59130], [-1.60970, 1.01489, -2.55898], [-0.80540, -0.01877, -1.86849], [0.30568, 0.24380, -1.23890], [1.07749, -0.66081, -0.58843], [1.52377, 0.11201, 0.59602], [2.73766, -0.67468, 1.65650], [3.60568, 0.37276, 2.10052], [3.23028, -1.83267, 0.97820], [1.77017, -1.20047, 3.19551], [0.51003, -0.71321, 3.12814], [2.40356, -0.62997, 4.21042], [1.71783, -2.74048, 3.47250], [1.26722, -2.86449, 4.72933], [2.96106, -3.23226, 3.40834], [0.74387, -3.54251, 2.53906], [0.47403, -2.79909, 1.42097], [-0.41675, -3.73435, 3.17747], [1.27855, -4.92528, 2.07261], [2.24728, -4.76727, 1.18344], [0.27628, -5.58363, 1.50666], [1.72609, -5.60429, 3.11215], [1.94103, 1.39873, -0.08862], [0.81634, 1.54303, -1.10757], [-3.51759, 5.28494, -3.16503], [-1.80904, 4.94034, -3.53800], [-2.44136, 4.65514, -1.90437], [-4.25241, 1.78204, -2.90204], [-4.21155, 3.11323, -1.71473], [-1.95910, 2.47172, -1.01687], [-2.99019, 1.03775, -0.89322], [-0.92324, 1.71403, -3.02841], [-2.19700, 0.51652, -3.32707], [-1.10791, -0.98223, -1.88492], [0.73658, -1.59825, -0.43000], [0.63273, 0.38020, 1.17041], [1.95950, 2.25804, 0.57252], [2.87989, 1.35387, -0.63741], [1.25244, 1.76423, -2.00218]]
}